The following is a quantum chemistry calculation of C47H37BrN4O6P2V as an isolated structure, from the OMol25 dataset.

Energy above the lowest of the compared OMol25 structures with the same formula, charge and spin in kcal/mol: 0.00
HOMO-LUMO gap (alpha / beta) in eV: 6.96 / 6.52
Multiplicity: 3
E in a.u.: -6684.48338
Charge: +1

```
98
C47H37BrN4O6P2V | the OMol25 dataset | ωB97M-V/def2-TZVPD
V -1.679 1.407 -0.230
O 3.093 5.926 0.826
C 2.036 6.254 0.259
O 1.758 7.143 -0.550
C 0.915 5.185 0.415
C -0.232 5.247 -0.369
C -1.126 4.201 -0.301
N -0.880 3.129 0.464
C 0.143 3.119 1.324
C 1.066 4.142 1.324
C 0.110 1.957 2.231
C 1.001 1.792 3.276
C 0.864 0.686 4.099
C -0.152 -0.220 3.843
C -0.994 0.011 2.765
N -0.880 1.079 1.979
C -2.451 4.109 -0.941
C -3.075 5.160 -1.583
C -4.367 4.984 -2.055
C -4.994 3.766 -1.869
C -4.299 2.755 -1.232
N -3.063 2.918 -0.764
H -0.362 6.115 -1.002
H 1.936 4.166 1.966
H 1.787 2.516 3.439
H 1.540 0.537 4.931
H -0.292 -1.098 4.458
H -1.763 -0.702 2.503
H -2.560 6.103 -1.699
H -4.876 5.794 -2.560
H -5.997 3.586 -2.226
H -4.740 1.776 -1.106
O 0.282 0.592 -0.268
P 1.583 -0.152 -0.310
C 1.524 -1.628 0.745
P 0.109 -2.759 0.476
O -1.211 -2.075 0.594
C 0.338 -4.012 1.750
C 1.300 -5.015 1.654
C 1.454 -5.929 2.686
C 0.645 -5.850 3.811
C -0.326 -4.863 3.904
C -0.481 -3.946 2.876
C 0.386 -3.554 -1.113
C -0.740 -3.950 -1.829
C -0.600 -4.566 -3.064
C 0.666 -4.788 -3.587
C 1.793 -4.398 -2.875
C 1.656 -3.785 -1.642
C 1.988 -0.691 -1.967
C 0.958 -0.885 -2.885
C 1.249 -1.369 -4.151
C 2.563 -1.652 -4.499
C 3.592 -1.452 -3.588
C 3.307 -0.968 -2.320
C 2.936 0.855 0.277
C 3.112 2.077 -0.380
C 4.062 2.979 0.067
C 4.843 2.657 1.172
C 4.689 1.437 1.815
C 3.730 0.533 1.374
H 1.432 -1.293 1.784
H 2.463 -2.181 0.659
H 1.920 -5.097 0.771
H 2.199 -6.709 2.606
H 0.764 -6.568 4.611
H -0.969 -4.817 4.773
H -1.257 -3.192 2.921
H -1.722 -3.768 -1.413
H -1.477 -4.873 -3.618
H 0.776 -5.264 -4.552
H 2.780 -4.566 -3.286
H 2.546 -3.470 -1.110
H -0.059 -0.648 -2.601
H 0.453 -1.520 -4.868
H 2.789 -2.023 -5.490
H 4.616 -1.658 -3.870
H 4.110 -0.792 -1.613
H 2.491 2.326 -1.235
H 4.162 3.950 -0.398
H 5.567 3.375 1.534
H 5.312 1.187 2.664
H 3.612 -0.412 1.890
Br -3.104 -0.877 -1.843
C -3.786 -0.715 -0.105
C -4.744 -1.580 0.387
C -5.285 -1.303 1.629
C -4.867 -0.173 2.322
C -3.894 0.623 1.761
N -3.344 0.348 0.565
H -5.055 -2.432 -0.198
H -6.040 -1.955 2.047
H -5.288 0.089 3.281
H -3.520 1.507 2.258
O -2.803 1.948 -3.511
C -1.640 2.019 -3.193
O -1.135 1.693 -2.025
H -0.878 2.434 -3.872
```